Record 1
# C2H6O

A 2-piece molecular cluster, C2H6O overall at a distorted geometry (ωB97M-V with the def2-TZVPD basis set, the Open Molecules 2025 dataset).

Values from the calculation:
E_HOMO, eV: -8.855
SMILES: C=C.O
HOMO-LUMO gap, eV: 9.49

XYZ file:
```
9
Properties=species:S:1:pos:R:3:forces:R:3
C 2.2402 0.0045 -0.7662 2.5 -1.9 -3.3
C 2.7490 -0.9472 -1.6864 -1.2 1.7 3.2
H 1.7990 -0.3255 0.1471 -1.8 0.2 -0.1
H 2.5631 1.0309 -0.9598 0.5 -0.3 1.1
H 2.2735 -1.8648 -1.9083 -0.8 -1.2 0.8
H 3.7938 -1.0738 -1.8604 0.7 1.5 -1.7
O -5.0305 1.4305 2.5871 -0.9 -1.2 -2.1
H -4.9677 0.4861 2.7658 0.4 -0.1 1.0
H -5.4204 1.2592 1.6810 0.5 1.3 1.1
```
Forces are in eV/Å.

Atomic partial charges in e from the natural (NBO) method, atoms 1 to 2: atom 1 (C): -0.38, atom 2 (C): -0.39

=====

Record 2
# C12H30ClO15

A 8-piece molecular cluster, C12H30ClO15 overall at a distorted geometry (ωB97M-V with the def2-TZVPD basis set, the Open Molecules 2025 dataset).

Values from the calculation:
Total charge: -1
E_HOMO, eV: -6.338
HOMO-LUMO gap, eV: 8.51

XYZ file:
```
58
Properties=species:S:1:pos:R:3:forces:R:3
Cl 1.3083 1.8462 0.2207 -0.2 -0.1 -1.6
O 1.5337 2.3156 1.5168 1.5 0.8 2.9
O 0.3060 2.7024 -0.3293 -0.9 0.8 -1.5
O 2.5194 1.8916 -0.5976 -0.7 -0.3 0.6
O 0.7691 0.5260 0.3109 0.2 -1.3 -0.4
O 1.3629 6.4497 -3.9808 -0.2 0.1 -0.2
H 1.4451 5.8795 -3.2164 0.0 -0.3 0.2
H 2.1873 6.9355 -4.0074 0.2 0.1 0.0
C -1.0633 -5.5808 5.4680 -1.9 2.2 -0.3
C -1.9645 -4.8942 4.3507 1.6 -2.1 1.8
C -1.5548 -3.5288 3.8592 0.8 -0.3 1.2
O -1.6548 -3.6894 2.4731 -0.6 3.7 0.0
C -1.7720 -4.9108 2.1436 0.5 -3.6 -4.2
O -1.7916 -5.2744 0.9681 -0.2 0.2 2.8
O -1.7301 -5.7194 3.2317 -1.0 -0.1 -1.4
H -0.0198 -5.5530 5.1542 -0.2 -0.1 0.2
H -1.4225 -6.5572 5.7929 0.1 0.0 -0.5
H -1.2936 -4.8979 6.2858 0.8 -0.1 0.7
H -3.0159 -4.8546 4.6354 -0.2 -0.5 0.0
H -0.4980 -3.3404 4.0486 -0.1 0.4 0.4
H -2.2276 -2.7892 4.2933 0.3 0.4 -0.6
C -1.9957 2.6245 -5.1046 -0.4 -0.2 0.2
C -1.0509 1.4359 -4.9894 -0.7 0.6 -0.1
C -1.7092 0.1140 -4.6402 -0.2 0.8 0.4
O -1.0059 -0.7843 -5.4705 -0.4 -1.2 0.1
C -0.5165 -0.1354 -6.5485 0.8 -0.1 1.0
O -0.0542 -0.6776 -7.4995 -0.2 0.2 -0.3
O -0.5022 1.1753 -6.2758 0.2 0.3 -1.2
H -2.8807 2.4393 -5.7133 0.2 -0.6 -0.4
H -1.5231 3.4853 -5.5776 0.2 0.1 0.5
H -2.4485 2.8277 -4.1342 0.5 0.5 0.2
H -0.2233 1.6035 -4.3001 0.0 0.3 0.0
H -2.7742 0.0976 -4.8715 -0.1 0.0 -0.2
H -1.6054 -0.0676 -3.5705 0.3 -0.6 -0.2
C 1.9407 -3.6313 -2.2096 -0.1 -0.3 0.5
O 2.8834 -4.4612 -2.8646 0.2 -0.1 -0.3
H 0.9192 -3.8670 -2.5082 -0.1 0.1 -0.1
H 2.0325 -3.8825 -1.1529 -0.1 0.2 0.0
H 2.1298 -2.5647 -2.3307 0.1 0.0 -0.1
H 2.8408 -4.3018 -3.8103 0.0 0.1 0.0
C 2.4468 7.3725 1.4525 -0.6 0.1 -0.3
O 1.0403 7.2331 1.2233 0.4 -0.1 -0.1
H 2.9255 6.4062 1.6112 0.0 0.0 0.6
H 2.9659 7.7891 0.5894 -0.1 0.3 -0.2
H 2.5097 8.0716 2.2865 0.5 -0.3 0.1
H 0.9137 6.3896 0.7828 -0.2 -0.1 -0.1
C 3.8562 -3.1914 2.5823 -0.1 1.2 -0.5
O 3.7729 -1.8318 3.0016 0.4 0.0 0.6
H 4.2821 -3.1786 1.5790 -0.1 -0.5 -0.2
H 4.5502 -3.7362 3.2223 -0.3 0.1 0.2
H 2.8317 -3.5636 2.5855 0.2 -0.8 -0.1
H 3.3283 -1.3356 2.3103 -0.1 0.1 -0.1
C -3.6605 2.5812 3.3110 0.8 0.9 -0.7
O -3.8421 2.0881 1.9891 -0.7 0.0 0.2
H -2.5952 2.7825 3.4248 0.2 -0.8 0.8
H -4.0232 3.5984 3.4585 -0.8 0.1 -0.3
H -4.1553 1.9470 4.0466 0.5 -0.2 -0.1
H -3.0263 2.1915 1.4938 0.1 0.0 0.1
```
Forces are in eV/Å.

Atomic partial charges in e from the natural (NBO) method, atoms 1 to 2: atom 1 (Cl): 2.58, atom 2 (O): -0.89

=====

Record 3
# C23H47ClN

A 4-piece molecular cluster, C23H47ClN overall at a distorted geometry (ωB97M-V with the def2-TZVPD basis set, the Open Molecules 2025 dataset).

Values from the calculation:
Total charge: +1
E_HOMO, eV: -12.063
HOMO-LUMO gap, eV: 6.52

XYZ file:
```
72
Properties=species:S:1:pos:R:3:forces:R:3
Cl -6.9817 3.2068 4.4843 0.9 -0.8 -0.3
N -5.7230 2.0937 4.0698 2.9 -2.4 -0.9
C -6.1407 0.7358 3.5499 4.0 -1.0 -0.5
C -5.0168 -0.3836 3.1153 1.3 4.9 1.9
C -3.4318 0.0570 3.2928 -3.0 2.5 0.9
C -3.0419 1.5554 3.8746 -4.6 -1.1 -0.6
C -4.2848 2.5736 4.2524 1.4 -4.1 -1.6
H -7.2750 0.4422 3.4066 2.5 1.2 0.6
H -5.3695 -1.4138 2.6856 0.8 2.3 1.0
H -2.5880 -0.6936 2.9867 -1.8 1.6 0.7
H -1.9111 1.9161 3.9870 -2.9 -0.9 -0.2
H -4.0051 3.6531 4.6374 -1.3 -2.4 -0.8
C -6.6486 2.2165 -0.2146 -0.1 0.0 0.1
C -6.0452 0.8369 -0.4245 0.1 0.0 -0.1
C -4.8936 0.8296 -1.4322 0.1 -0.2 -0.1
C -5.2734 1.2484 -2.8578 -0.1 0.1 0.0
C -6.3777 0.4137 -3.5118 0.1 0.1 -0.1
C -5.9995 -1.0485 -3.6861 -0.2 -0.2 -0.1
H -7.0868 2.6117 -1.1351 0.1 0.0 0.1
H -7.4438 2.1690 0.5362 0.0 0.1 -0.1
H -5.8909 2.9233 0.1396 -0.1 0.0 -0.1
H -6.8278 0.1359 -0.7309 0.1 0.0 0.0
H -5.6662 0.4720 0.5379 0.0 0.0 -0.1
H -4.4484 -0.1726 -1.4523 0.0 0.1 0.0
H -4.1021 1.5003 -1.0746 -0.1 0.0 0.0
H -4.3742 1.1969 -3.4823 -0.1 0.0 0.0
H -5.5796 2.3005 -2.8601 0.1 -0.1 0.0
H -6.5947 0.8382 -4.4989 0.0 0.0 0.2
H -7.3061 0.4880 -2.9351 0.0 0.0 0.0
H -5.1003 -1.1481 -4.3020 -0.1 0.0 0.1
H -6.8120 -1.5907 -4.1827 0.2 0.0 0.1
H -5.8158 -1.5361 -2.7252 0.0 0.0 -0.1
C 2.8073 -1.8000 0.9696 0.1 -0.1 0.2
C 1.3848 -2.0329 0.4862 0.0 -0.1 -0.2
C 1.0398 -1.2401 -0.7763 -0.2 0.0 0.0
C 1.0948 0.2849 -0.6228 0.2 0.0 0.0
C 0.1914 0.8648 0.4688 0.1 0.1 -0.1
C -1.2867 0.6104 0.2204 -0.1 0.0 0.1
H 2.9756 -0.7557 1.2466 0.0 -0.1 -0.1
H 3.0093 -2.4133 1.8535 0.1 0.1 -0.1
H 3.5316 -2.0740 0.1953 -0.1 0.1 0.1
H 0.6802 -1.7996 1.2905 0.0 0.0 0.0
H 1.2605 -3.1010 0.2698 -0.1 0.1 0.0
H 0.0406 -1.5369 -1.1176 0.1 0.0 0.0
H 1.7279 -1.5312 -1.5799 -0.1 0.0 0.1
H 0.8238 0.7371 -1.5837 0.0 0.0 0.1
H 2.1273 0.5951 -0.4266 -0.1 0.0 0.0
H 0.3562 1.9476 0.5162 0.0 -0.1 0.0
H 0.4739 0.4683 1.4501 0.1 0.0 0.0
H -1.6019 1.0425 -0.7346 0.0 -0.1 0.1
H -1.8862 1.0698 1.0143 -0.1 0.0 -0.1
H -1.5169 -0.4580 0.2089 0.0 0.0 -0.1
C 9.7868 -2.1092 0.4322 0.1 -0.1 0.2
C 8.3643 -2.3421 -0.0512 0.0 -0.1 -0.2
C 8.0193 -1.5493 -1.3137 -0.2 0.0 0.0
C 8.0743 -0.0243 -1.1601 0.1 0.0 0.0
C 7.1709 0.5556 -0.0686 0.1 0.1 -0.1
C 5.6927 0.3012 -0.3170 -0.2 0.0 0.2
H 9.9551 -1.0649 0.7093 0.0 -0.1 0.0
H 9.9888 -2.7225 1.3162 0.1 0.1 -0.1
H 10.5110 -2.3832 -0.3421 -0.1 0.1 0.1
H 7.6597 -2.1088 0.7531 0.0 0.0 0.0
H 8.2400 -3.4102 -0.2676 0.0 0.1 0.0
H 7.0200 -1.8461 -1.6550 0.1 0.0 0.0
H 8.7074 -1.8404 -2.1173 -0.1 0.0 0.1
H 7.8033 0.4279 -2.1211 0.0 0.0 0.1
H 9.1068 0.2859 -0.9640 -0.1 0.0 0.0
H 7.3357 1.6384 -0.0212 0.0 -0.1 0.0
H 7.4534 0.1591 0.9127 0.0 0.0 -0.1
H 5.3776 0.7333 -1.2719 0.0 -0.1 0.0
H 5.0933 0.7606 0.4770 0.0 -0.1 -0.1
H 5.4626 -0.7672 -0.3285 0.0 0.1 0.0
```
Forces are in eV/Å.

Atomic partial charges in e from the Mulliken method, atoms 1 to 2: atom 1 (Cl): 0.07, atom 2 (N): 0.02

=====

Record 4
# C3H3OPS

A 2-piece molecular cluster, C3H3OPS overall at a distorted geometry (ωB97M-V with the def2-TZVPD basis set, the Open Molecules 2025 dataset).

Values from the calculation:
E_HOMO, eV: -8.835
HOMO-LUMO gap, eV: 7.82

XYZ file:
```
9
Properties=species:S:1:pos:R:3:forces:R:3
C -0.4829 -0.9260 0.1055 -0.7 -0.1 1.0
C -0.0086 1.7007 -0.2052 -0.4 -1.9 0.5
C 0.5402 -1.5338 -0.0117 0.1 -0.5 -0.9
O 1.1874 1.2509 -0.2724 0.4 1.5 0.2
P 2.3523 0.2102 -0.7264 0.8 -1.0 0.0
S 3.4600 -0.4856 0.6867 -0.3 0.9 -0.4
H -1.3004 -0.3995 0.5204 -0.4 0.0 -0.3
H -0.0143 2.6894 -0.5928 0.3 1.7 -0.3
H 1.4057 -2.0433 -0.3197 0.1 -0.7 0.2
```
Forces are in eV/Å.

Atomic partial charges in e from the natural (NBO) method, atoms 1 to 2: atom 1 (C): -0.18, atom 2 (C): 0.21

=====

Record 5
# C23H24BN7O3PdS4

C23H24BN7O3PdS4 as an isolated structure at a distorted geometry (ωB97M-V with the def2-TZVPD basis set, the Open Molecules 2025 dataset).

Values from the calculation:
Expectation value of S²: 6.047
E_HOMO (alpha / beta), eV: -7.471 / -7.249
Multiplicity: 5
HOMO-LUMO gap (alpha / beta), eV: 7.60 / 4.94

XYZ file:
```
63
Properties=species:S:1:pos:R:3:forces:R:3
Pd -0.0041 0.2910 -0.5324 -1.1 -0.3 0.8
N -1.0097 -3.9874 0.1389 0.1 -0.1 0.0
C -0.9513 -2.6213 -0.0055 -0.1 0.2 -0.1
S -0.0241 -2.0771 -1.3950 0.2 0.4 0.2
N -1.5509 -1.9084 0.8795 -0.4 -0.7 0.4
N -1.5199 -0.5574 0.7891 0.6 0.3 -0.5
C -2.1137 0.0809 1.7422 -0.2 -0.3 0.0
C -2.3239 1.4850 1.8218 0.2 0.5 -0.3
C -2.8881 2.0085 3.0028 0.0 -0.1 0.0
C -3.1475 3.3439 3.1502 0.0 0.1 0.1
C -2.8416 4.2245 2.0966 0.0 -0.1 0.1
C -2.2866 3.7600 0.9366 0.1 -0.1 -0.1
C -2.0155 2.3737 0.7351 -0.2 0.0 0.5
O -1.5635 1.9711 -0.3918 0.5 -0.2 -0.3
H -0.7994 -4.5264 -0.6824 -0.1 0.0 0.0
H -1.7425 -4.3355 0.7370 0.0 0.0 0.0
H -2.5110 -0.5246 2.5573 0.0 -0.1 -0.1
H -3.1171 1.3213 3.8104 0.0 0.0 0.0
H -3.5704 3.7253 4.0697 0.0 0.0 0.0
H -3.0487 5.2818 2.2080 0.0 0.0 0.0
H -2.0500 4.4291 0.1186 0.0 0.0 0.0
C 0.1795 3.0227 -2.8966 -0.2 0.1 0.0
N 1.0245 1.8466 -2.8116 0.4 -0.5 -0.2
C 1.4637 1.0817 -3.8437 -0.3 0.3 0.0
C 2.3204 0.1539 -3.3273 0.2 -0.2 0.3
N 2.4310 0.3427 -1.9877 0.1 0.3 -0.5
B 3.6062 -0.2619 -1.1119 -0.2 -0.2 0.2
N 3.1762 -1.6061 -0.4496 0.1 0.0 0.1
C 3.6545 -2.8457 -0.7991 0.0 -0.1 -0.1
C 3.2035 -3.7514 0.0981 0.0 0.0 0.0
N 2.4283 -3.0584 1.0021 0.1 0.2 -0.2
C 1.7683 -3.6214 2.1590 -0.1 -0.1 0.2
C 2.4207 -1.7479 0.6507 0.0 -0.2 0.2
S 1.5798 -0.5326 1.5074 -0.2 0.1 -0.3
C 1.5995 1.3810 -1.6433 0.5 0.6 -0.1
S 1.5372 2.2335 -0.1587 0.0 0.0 -0.4
H -0.1138 3.1660 -3.9336 0.0 -0.1 0.0
H 0.7313 3.8921 -2.5430 0.0 0.0 0.0
H -0.6967 2.8862 -2.2630 0.0 0.0 0.0
H 1.1339 1.2447 -4.8557 0.0 0.0 0.0
H 2.8692 -0.6235 -3.8292 0.0 0.0 0.0
H 3.8748 0.5245 -0.2564 0.0 0.1 0.0
H 4.5008 -0.5084 -1.8717 0.1 0.0 -0.1
H 4.2882 -2.9860 -1.6568 0.0 0.1 0.0
H 3.3778 -4.8094 0.1836 0.0 0.0 0.0
H 1.4069 -4.6179 1.9181 0.0 0.0 0.0
H 0.9267 -2.9849 2.4223 0.0 0.0 0.0
H 2.4517 -3.6736 3.0075 0.0 0.0 0.0
O -0.0546 -0.8956 -8.9972 0.1 0.0 -0.2
C -0.5572 0.1443 -8.3009 0.1 0.1 0.0
O -0.7715 1.1813 -8.8634 0.0 0.0 0.0
C -0.8147 -0.0566 -6.8432 -0.1 0.0 0.2
C -1.4349 0.9932 -6.1622 0.0 0.0 -0.1
C -1.7403 0.8858 -4.8218 0.0 -0.1 0.1
C -1.4459 -0.2904 -4.1178 0.1 0.0 -0.1
S -1.9143 -0.3938 -2.4461 -0.2 0.1 0.3
C -0.8122 -1.3370 -4.7928 0.0 0.0 0.1
C -0.5029 -1.2169 -6.1353 0.0 0.1 -0.1
H 0.0504 -1.6783 -8.4493 0.0 0.0 0.1
H -1.6672 1.8926 -6.7166 0.0 0.0 0.0
H -2.2234 1.6992 -4.2946 0.0 0.0 -0.1
H -0.5609 -2.2400 -4.2517 0.0 0.0 0.0
H -0.0079 -2.0575 -6.6104 0.0 0.0 0.0
```
Forces are in eV/Å.

Atomic partial charges in e from the Mulliken method, atoms 1 to 2: atom 1 (Pd): 0.04, atom 2 (N): -0.35

=====

Record 6
# C5H8N2O

A 2-piece molecular cluster, C5H8N2O overall at a distorted geometry (ωB97M-V with the def2-TZVPD basis set, the Open Molecules 2025 dataset).

Values from the calculation:
E_HOMO, eV: -8.528
SMILES: C=C=CN.COC#N
HOMO-LUMO gap, eV: 9.22

XYZ file:
```
16
Properties=species:S:1:pos:R:3:forces:R:3
C 3.0564 0.0218 -1.6240 0.2 0.1 -0.3
C 2.3227 -0.3638 -0.6285 -0.1 -0.1 0.2
C 1.5724 -0.7537 0.3622 -0.1 -0.1 0.1
N 0.4855 -0.0332 0.8932 0.0 0.2 0.1
H 4.0005 0.5259 -1.4770 0.1 0.1 0.1
H 2.7687 -0.1544 -2.6506 -0.1 -0.1 -0.1
H 1.7058 -1.7377 0.7955 0.1 0.0 0.0
H 0.5069 0.9475 0.6396 0.0 0.0 0.1
H 0.3991 -0.1287 1.8972 0.0 0.1 -0.1
C -2.5212 -0.4818 -0.1720 0.2 -1.0 -0.1
O -2.7936 0.9176 -0.0685 -0.5 0.3 -0.7
C -2.2791 1.5488 0.9044 -0.1 -0.2 -0.2
N -1.8350 2.1687 1.7586 0.5 0.6 0.8
H -2.8269 -0.7701 -1.1759 0.0 0.1 0.1
H -1.4544 -0.6744 -0.0220 -0.3 0.1 0.0
H -3.1077 -1.0324 0.5677 0.0 0.1 -0.1
```
Forces are in eV/Å.

Atomic partial charges in e from the natural (NBO) method, atoms 1 to 2: atom 1 (C): -0.45, atom 2 (C): -0.01